# 1
130
Properties=species:S:1:pos:R:3:forces:R:3 method="wB97M-V/def2-TZVPD" homo_lumo_gap_ev="7.6 / 7.6" homo_ev="-9.99 / -9.99" multiplicity=2 total_charge=+1 s2=0.76 lumo_energy_ha="-0.0884 / -0.0888"
Hg -0.379 -0.166 0.146 0.2 0.4 0.5
O 3.175 -0.507 -1.177 0.0 0.1 0.4
S 2.655 -0.170 0.180 -0.1 -0.1 -0.6
C 3.680 1.131 0.874 -0.2 0.2 0.0
C 5.004 0.813 1.069 0.1 0.0 0.1
C 5.928 1.708 1.631 0.1 -0.1 0.0
C 5.474 2.935 2.015 0.0 0.1 0.0
C 6.202 4.097 2.651 -0.1 0.0 0.0
C 5.119 5.194 2.829 0.0 -0.1 -0.1
C 3.869 4.598 2.225 0.1 0.0 0.1
C 2.627 5.118 2.044 -0.1 0.1 0.0
C 1.664 4.333 1.373 0.0 0.1 0.1
C 1.876 3.043 0.932 0.2 -0.2 -0.1
P 0.560 2.316 -0.125 -0.1 0.0 -0.2
C 1.238 2.448 -1.804 0.0 0.0 0.0
C 2.391 3.165 -2.105 0.0 0.0 0.0
C 2.830 3.251 -3.420 0.0 0.0 0.0
C 2.122 2.625 -4.435 0.0 0.0 0.0
C 0.973 1.902 -4.138 0.0 0.0 0.0
C 0.534 1.809 -2.827 0.1 0.0 0.0
C -0.800 3.525 -0.057 0.0 0.0 0.1
C -1.513 3.639 1.139 0.0 0.0 0.0
C -2.541 4.559 1.260 0.0 0.0 0.0
C -2.889 5.356 0.175 0.0 0.0 0.0
C -2.199 5.232 -1.021 0.0 0.0 0.0
C -1.150 4.326 -1.138 0.0 0.0 0.0
C 3.170 2.437 1.178 0.0 -0.1 0.0
C 4.125 3.280 1.787 0.0 0.0 0.0
C 3.154 -1.490 1.282 0.0 0.1 0.1
C 4.025 -2.404 0.752 0.1 -0.1 0.0
C 4.754 -3.303 1.566 0.0 0.0 0.0
C 4.644 -3.175 2.920 0.0 0.0 0.1
C 5.371 -3.862 4.056 -0.1 0.1 0.0
C 4.827 -3.183 5.345 0.0 0.1 -0.1
C 3.799 -2.187 4.855 0.1 -0.1 0.0
C 3.011 -1.291 5.518 0.0 0.1 0.0
C 2.031 -0.592 4.777 0.0 -0.1 0.1
C 1.880 -0.694 3.406 0.0 -0.1 -0.1
P 0.213 -0.310 2.743 0.0 -0.2 0.0
C -0.836 -1.701 3.312 -0.1 0.1 0.1
C -0.615 -2.412 4.492 0.1 0.0 0.0
C -1.509 -3.390 4.903 0.0 0.0 0.0
C -2.644 -3.663 4.150 0.0 0.0 0.0
C -2.875 -2.961 2.976 0.0 0.0 0.0
C -1.972 -1.993 2.557 0.0 0.0 0.1
C -0.322 1.107 3.755 0.1 0.1 -0.1
C -1.613 1.193 4.269 0.0 0.0 0.0
C -2.020 2.342 4.939 0.0 0.0 0.0
C -1.142 3.405 5.104 0.0 0.0 0.0
C 0.150 3.320 4.601 0.0 0.0 0.0
C 0.557 2.179 3.928 0.0 0.0 0.0
C 2.862 -1.453 2.677 0.0 0.0 0.0
C 3.720 -2.248 3.451 0.0 0.0 0.0
H 5.346 -0.175 0.782 0.0 0.0 0.0
H 6.960 1.406 1.766 0.0 0.0 0.0
H 7.011 4.435 2.004 0.0 0.0 0.0
H 6.656 3.810 3.600 0.0 0.0 0.0
H 5.392 6.120 2.324 0.0 0.0 0.0
H 4.961 5.442 3.880 0.0 0.0 0.0
H 2.371 6.124 2.356 0.0 0.0 0.0
H 0.705 4.794 1.186 0.0 0.0 0.0
H 2.956 3.653 -1.321 0.0 0.0 0.0
H 3.728 3.812 -3.651 0.0 0.0 0.0
H 2.468 2.697 -5.459 0.0 0.0 0.0
H 0.426 1.400 -4.925 0.0 0.0 0.0
H -0.360 1.237 -2.601 0.0 0.0 0.0
H -1.250 3.015 1.988 0.0 0.0 0.0
H -3.078 4.646 2.197 0.0 0.0 0.0
H -3.700 6.068 0.262 0.0 0.0 0.0
H -2.470 5.849 -1.869 0.0 0.0 0.0
H -0.608 4.250 -2.072 0.0 0.0 0.0
H 4.196 -2.374 -0.318 0.0 0.0 0.0
H 5.434 -4.012 1.109 0.0 0.0 0.0
H 6.450 -3.744 3.961 0.0 0.0 0.0
H 5.168 -4.933 4.053 0.0 0.0 0.0
H 5.618 -2.688 5.909 0.0 0.0 0.0
H 4.366 -3.906 6.018 0.0 0.0 0.0
H 3.070 -1.155 6.591 0.0 0.0 0.0
H 1.316 0.003 5.332 0.0 0.0 0.0
H 0.264 -2.219 5.093 0.0 0.0 0.0
H -1.319 -3.938 5.817 0.0 0.0 0.0
H -3.346 -4.421 4.476 0.0 0.0 0.0
H -3.756 -3.173 2.383 0.1 0.0 0.1
H -2.165 -1.463 1.630 -0.1 0.0 0.0
H -2.309 0.373 4.144 0.0 0.0 0.0
H -3.026 2.400 5.338 0.0 0.0 0.0
H -1.462 4.296 5.629 0.0 0.0 0.0
H 0.842 4.144 4.730 0.0 0.0 0.0
H 1.565 2.119 3.537 0.0 0.0 0.0
Br -3.705 1.126 1.483 -0.1 0.0 -0.1
C -4.819 -0.137 0.720 0.0 -0.1 0.0
Br -2.080 -0.774 -1.602 -0.2 -0.1 0.0
H -5.190 0.054 -0.272 0.1 0.0 0.0
H -5.123 -0.974 1.329 0.0 0.1 0.0
Cl -7.231 -4.793 0.299 0.0 0.0 0.0
C -5.617 -5.254 -0.127 0.0 0.0 0.0
C -4.566 -4.391 0.128 0.0 0.0 0.0
C -3.288 -4.766 -0.246 0.0 0.0 0.1
C -3.021 -5.983 -0.872 0.0 0.1 0.2
C -1.623 -6.343 -1.324 0.1 0.0 0.2
C -0.518 -6.039 -0.267 -0.1 0.2 -0.2
N 0.084 -4.720 -0.414 0.1 -0.2 0.1
C 0.897 -4.282 -1.437 -0.2 0.0 0.0
C 1.082 -2.953 -1.226 -0.1 0.1 0.1
N 0.409 -2.571 -0.076 0.5 0.1 -0.2
C -0.152 -3.662 0.387 -0.1 0.0 -0.1
O -1.250 -5.800 -2.574 0.1 -0.1 -0.2
C -1.862 -4.596 -3.009 0.0 0.1 -0.1
C -3.275 -4.782 -3.488 -0.1 0.1 0.0
C -3.706 -5.773 -4.316 0.0 0.0 -0.1
Cl -2.761 -6.995 -5.062 0.0 0.0 0.0
S -5.388 -5.686 -4.635 -0.1 -0.1 0.0
C -5.543 -4.286 -3.664 0.0 0.1 0.0
C -4.353 -3.917 -3.123 0.0 0.0 -0.1
C -4.104 -6.830 -1.092 -0.1 0.0 -0.1
Cl -3.902 -8.368 -1.872 0.0 0.0 0.0
C -5.396 -6.477 -0.732 -0.1 -0.1 0.0
H -4.755 -3.432 0.591 0.0 0.0 -0.1
H -2.480 -4.065 -0.076 -0.1 0.0 0.0
H -1.586 -7.415 -1.491 -0.1 -0.1 0.2
H 0.263 -6.792 -0.353 0.1 0.0 0.0
H -0.928 -6.091 0.739 0.0 -0.1 0.0
H 1.222 -4.935 -2.229 0.0 0.0 0.1
H 1.638 -2.246 -1.821 0.0 0.0 0.1
H -0.748 -3.733 1.285 0.1 0.0 0.0
H -1.232 -4.247 -3.828 0.0 0.0 0.0
H -1.832 -3.825 -2.234 0.0 0.1 0.0
H -6.508 -3.815 -3.546 0.1 0.0 0.0
H -4.222 -3.053 -2.482 0.0 -0.1 0.0
H -6.220 -7.149 -0.933 0.0 0.0 0.0

---

# 2
132
Properties=species:S:1:pos:R:3:forces:R:3 method="wB97M-V/def2-TZVPD" de_lowest_ev=0.292 homo_lumo_gap_ev=6.0 homo_ev=-3.88 total_charge=-1 lumo_energy_ha=0.0784
Sn -0.208 0.298 0.559 0.0 -0.2 -0.2
C 5.720 -4.898 -1.245 0.0 0.0 0.0
C 4.599 -5.582 -0.799 0.0 0.0 0.0
C 3.392 -4.916 -0.628 0.0 0.0 0.0
C 3.295 -3.554 -0.895 0.0 0.0 0.1
C 4.430 -2.873 -1.337 0.0 0.0 0.0
C 5.630 -3.539 -1.519 0.0 0.0 0.0
P 1.778 -2.535 -0.714 0.0 0.2 0.0
C 0.562 -3.721 -0.049 -0.1 0.1 0.0
C 0.807 -4.280 1.207 0.0 0.1 0.0
C -0.122 -5.119 1.798 0.0 0.0 0.0
C -1.325 -5.385 1.158 0.0 0.0 0.0
C -1.594 -4.805 -0.070 0.0 0.0 0.0
C -0.655 -3.981 -0.675 0.1 0.0 0.0
C 1.283 -2.437 -2.482 0.1 -0.1 -0.1
C 1.434 -3.564 -3.294 0.0 0.0 0.0
C 1.079 -3.531 -4.630 0.0 0.0 0.0
C 0.565 -2.360 -5.170 0.0 0.0 0.0
C 0.421 -1.238 -4.370 -0.1 0.0 0.0
C 0.775 -1.242 -3.014 0.0 0.0 0.1
Si 0.593 0.358 -1.970 0.2 -0.1 -0.3
C 2.305 1.205 -2.233 0.0 0.1 0.3
C 2.907 1.274 -3.495 -0.1 -0.1 0.0
C 4.055 2.014 -3.718 0.0 0.0 0.0
C 4.644 2.718 -2.673 0.0 0.0 0.0
C 4.105 2.625 -1.403 0.0 0.0 0.0
C 2.965 1.851 -1.171 0.0 0.0 -0.1
P 2.367 1.562 0.532 0.1 0.2 0.1
C 3.714 0.633 1.354 -0.1 -0.2 0.0
C 3.339 -0.034 2.524 -0.1 0.0 -0.1
C 4.261 -0.787 3.236 0.0 0.0 0.0
C 5.566 -0.900 2.777 0.0 0.0 0.0
C 5.937 -0.267 1.600 0.0 0.0 0.0
C 5.018 0.490 0.888 0.0 0.1 0.0
C 2.451 3.211 1.318 0.0 0.0 0.0
C 2.038 4.333 0.599 0.0 0.0 0.0
C 1.942 5.570 1.216 0.0 0.0 0.0
C 2.258 5.704 2.561 0.0 0.0 0.0
C 2.669 4.593 3.283 0.0 0.0 0.0
C 2.759 3.353 2.668 0.1 0.0 0.0
C -0.675 1.388 -2.974 -0.1 0.0 0.1
C -0.291 2.174 -4.065 0.1 0.0 0.0
C -1.216 2.825 -4.865 0.0 0.0 0.0
C -2.569 2.676 -4.609 0.0 0.0 0.0
C -2.977 1.919 -3.524 0.0 0.0 0.0
C -2.052 1.308 -2.678 0.1 0.0 0.0
P -2.594 0.417 -1.151 -0.2 0.0 0.0
C -3.524 -0.995 -1.836 0.1 0.0 -0.1
C -4.675 -1.482 -1.221 0.0 0.0 0.1
C -5.301 -2.618 -1.714 0.0 0.0 0.0
C -4.779 -3.288 -2.812 0.0 0.0 0.0
C -3.620 -2.820 -3.417 0.0 0.0 0.0
C -2.996 -1.681 -2.931 0.0 0.0 0.0
C -3.879 1.447 -0.345 0.0 0.0 0.0
C -5.081 1.836 -0.935 0.0 0.0 0.0
C -5.996 2.609 -0.240 0.0 0.0 0.0
C -5.735 2.991 1.067 0.0 0.0 0.0
C -4.563 2.580 1.680 0.0 0.0 0.0
C -3.646 1.810 0.981 0.0 0.1 0.0
H 6.660 -5.419 -1.375 0.0 0.0 0.0
H 4.660 -6.643 -0.589 0.0 0.0 0.0
H 2.520 -5.461 -0.286 0.0 0.0 0.0
H 4.360 -1.811 -1.543 0.0 0.1 0.0
H 6.501 -2.994 -1.863 0.0 0.0 0.0
H 1.729 -4.044 1.729 0.0 0.0 0.0
H 0.076 -5.538 2.777 0.0 0.0 0.0
H -2.066 -6.012 1.638 0.0 0.0 0.0
H -2.546 -4.973 -0.556 0.0 0.0 0.0
H -0.883 -3.526 -1.630 0.0 0.0 0.0
H 1.840 -4.475 -2.871 0.0 0.0 0.0
H 1.204 -4.412 -5.248 0.0 0.0 0.0
H 0.268 -2.324 -6.212 0.0 0.0 0.0
H -0.005 -0.338 -4.801 0.0 0.0 0.0
H 2.463 0.730 -4.322 0.0 0.0 0.0
H 4.490 2.054 -4.710 0.0 0.0 0.0
H 5.527 3.319 -2.847 0.0 0.0 0.0
H 4.572 3.153 -0.578 0.0 0.0 0.0
H 2.305 0.022 2.856 0.0 0.0 0.1
H 3.955 -1.299 4.140 0.0 0.0 0.0
H 6.288 -1.493 3.325 0.0 0.0 0.0
H 6.948 -0.374 1.227 0.0 0.0 0.0
H 5.320 0.960 -0.039 0.0 0.0 0.0
H 1.768 4.233 -0.446 0.0 0.0 0.0
H 1.603 6.424 0.645 0.0 0.0 0.0
H 2.174 6.668 3.047 0.0 0.0 0.0
H 2.912 4.691 4.334 0.0 0.0 0.0
H 3.071 2.491 3.245 0.0 0.0 0.0
H 0.761 2.289 -4.294 0.0 0.0 0.0
H -0.881 3.441 -5.691 0.0 0.0 0.0
H -3.305 3.158 -5.240 0.0 0.0 0.0
H -4.034 1.810 -3.339 0.0 0.0 0.0
H -5.061 -0.989 -0.338 0.0 0.0 0.0
H -6.195 -2.989 -1.226 0.0 0.0 0.0
H -5.270 -4.175 -3.193 0.0 0.0 0.0
H -3.198 -3.341 -4.268 0.0 0.0 0.0
H -2.089 -1.323 -3.405 0.0 0.0 0.0
H -5.336 1.517 -1.936 0.0 0.0 0.0
H -6.913 2.918 -0.725 0.0 0.0 0.0
H -6.450 3.599 1.607 0.0 0.0 0.0
H -4.360 2.849 2.709 0.0 0.0 0.0
H -2.753 1.466 1.488 0.0 0.0 0.0
C -0.068 -1.526 4.661 0.1 0.0 0.0
N -0.120 -0.265 5.391 0.0 0.0 0.0
C -0.208 -0.308 6.837 0.0 0.0 0.0
C 0.024 0.900 4.710 -0.1 -0.2 -0.1
C -0.137 2.185 5.489 0.1 0.0 0.0
O 0.256 0.915 3.508 0.2 0.2 0.0
H -0.822 -2.203 5.063 0.0 0.0 0.0
H 0.918 -1.997 4.744 0.0 0.0 0.0
H -0.303 -1.348 3.615 0.0 0.0 0.0
H -0.395 -1.335 7.139 0.0 0.0 0.0
H -1.027 0.306 7.215 0.0 0.0 0.0
H 0.719 0.023 7.316 0.0 0.0 0.0
H 0.676 2.307 6.207 0.0 0.0 0.0
H -1.079 2.205 6.037 0.0 0.0 0.0
H -0.109 3.006 4.778 0.0 0.0 0.0
Se -2.770 -1.598 1.939 0.1 0.0 0.1
C -4.170 -2.332 2.967 0.0 0.0 -0.1
C -4.286 -2.114 4.348 0.0 0.0 0.0
C -5.322 -2.694 5.056 0.0 0.0 0.0
N -6.263 -3.476 4.521 0.0 0.0 0.0
C -6.156 -3.681 3.205 0.0 0.0 0.0
C -5.161 -3.150 2.405 0.0 0.0 0.1
H -3.561 -1.484 4.849 0.0 0.0 0.0
H -5.408 -2.524 6.127 0.0 0.0 0.0
H -6.923 -4.315 2.767 0.0 0.0 0.0
H -5.133 -3.366 1.344 0.0 0.0 0.0
N -0.503 2.482 0.057 -0.2 0.0 0.1
C -1.101 3.480 -0.100 -0.1 -0.3 -0.1
N -1.589 4.631 -0.260 0.3 0.4 0.1
C -2.787 5.027 -0.610 -0.2 -0.2 -0.1
N -3.807 5.486 -0.911 0.0 0.0 0.0

---

# 3
149
Properties=species:S:1:pos:R:3:forces:R:3 method="wB97M-V/def2-TZVPD" de_lowest_ev=0.000 homo_lumo_gap_ev=5.3 homo_ev=-2.26 total_charge=-2 lumo_energy_ha=0.1121
Rb -1.263 0.589 0.325 0.1 0.4 0.2
C 3.189 1.476 -0.839 0.0 0.1 0.0
C 1.961 1.503 -0.182 0.1 0.0 0.0
N 0.972 2.266 -0.611 0.1 -0.1 -0.1
C 1.143 2.876 -1.781 0.0 0.0 0.1
C 2.355 2.800 -2.458 0.0 0.0 0.0
N 3.401 2.142 -1.964 0.0 0.0 0.0
C -0.033 3.604 -2.331 0.0 0.0 0.0
C 0.079 4.435 -3.445 0.0 0.0 0.0
C -1.056 5.040 -3.959 0.0 0.0 0.1
C -2.265 4.828 -3.308 0.0 0.0 0.0
C -2.284 4.012 -2.183 0.0 0.0 0.0
N -1.199 3.398 -1.724 0.1 0.1 0.0
C -3.543 3.782 -1.421 0.0 0.0 0.1
C -4.546 4.746 -1.373 0.0 0.0 0.0
N -5.667 4.577 -0.679 0.0 0.0 0.0
C -5.772 3.430 -0.018 0.0 0.0 0.0
C -4.766 2.470 -0.043 0.0 0.0 0.1
N -3.655 2.642 -0.744 0.0 -0.1 0.0
C -0.982 5.870 -5.180 0.0 0.0 -0.1
C -0.179 5.500 -6.253 0.0 0.0 0.0
C -0.146 6.305 -7.381 0.0 0.0 0.0
N -0.843 7.433 -7.511 0.0 0.0 0.0
C -1.610 7.781 -6.479 0.0 0.0 0.0
C -1.713 7.046 -5.310 0.0 0.0 0.0
H 4.017 0.905 -0.433 0.0 0.0 0.0
H 1.793 0.897 0.701 0.0 0.0 0.0
H 2.498 3.257 -3.428 0.0 0.0 0.0
H 1.038 4.609 -3.911 0.0 0.0 0.0
H -3.179 5.252 -3.703 0.0 0.0 0.0
H -4.434 5.695 -1.886 0.0 0.0 0.0
H -6.675 3.268 0.560 0.0 0.0 0.0
H -4.855 1.559 0.530 0.0 0.0 0.0
H 0.397 4.583 -6.216 0.0 0.0 0.0
H 0.469 6.025 -8.229 0.0 0.0 0.0
H -2.170 8.704 -6.592 0.0 0.0 0.0
H -2.343 7.394 -4.501 0.0 0.0 0.0
C -0.360 3.960 2.066 0.0 0.0 0.0
N -1.668 3.357 2.221 0.0 0.0 0.0
C -2.704 4.358 2.133 0.0 0.0 0.0
C -1.736 2.603 3.464 0.0 -0.1 0.0
C -3.026 1.819 3.680 0.0 0.0 0.0
N -3.295 0.955 2.553 0.0 0.0 0.0
C -4.298 0.109 2.601 0.0 0.0 0.0
C -4.575 -0.695 1.442 -0.1 0.0 -0.1
F -3.783 -0.508 0.345 -0.2 -0.2 0.1
C -5.581 -1.618 1.359 0.0 0.0 0.0
F -5.733 -2.313 0.208 0.0 0.0 0.0
C -6.453 -1.865 2.412 0.0 0.0 0.0
C -6.237 -1.098 3.544 0.0 0.0 0.0
F -7.055 -1.280 4.614 0.0 0.0 0.0
C -5.240 -0.158 3.650 0.0 0.0 0.1
F -5.157 0.524 4.829 0.0 0.0 0.0
H -0.158 4.724 2.843 0.0 0.0 0.0
H -0.283 4.427 1.082 0.0 0.0 0.0
H 0.411 3.191 2.135 0.0 0.0 0.0
H -2.637 5.101 2.951 0.0 0.0 0.0
H -3.687 3.890 2.175 0.0 0.0 0.0
H -2.616 4.894 1.185 0.0 0.0 0.0
H -1.581 3.275 4.332 0.0 0.0 0.0
H -0.906 1.892 3.451 0.0 0.0 0.0
H -3.854 2.520 3.874 0.0 0.0 0.0
H -2.883 1.267 4.619 0.0 0.0 0.0
H -7.234 -2.606 2.355 0.0 0.0 0.0
C 4.958 -3.719 -1.636 0.0 0.0 0.0
C 3.467 -3.843 -1.963 0.1 0.0 0.0
C 3.195 -5.024 -2.875 0.0 0.0 0.0
O 3.022 -2.651 -2.573 0.0 0.0 0.0
C 2.266 -1.849 -1.633 -0.1 0.0 0.0
C 2.411 -2.681 -0.316 -0.1 0.0 0.0
O 2.705 -3.995 -0.804 0.0 0.0 0.0
C 1.463 -2.784 0.923 0.0 0.0 0.0
O 1.279 -1.567 1.501 0.1 0.0 0.0
C 2.196 -3.719 1.953 -0.1 -0.1 0.0
C 3.560 -4.002 1.951 0.0 0.0 0.0
C 4.147 -4.767 2.955 0.0 0.0 0.0
C 3.380 -5.293 3.981 0.0 0.0 0.0
C 2.014 -5.034 3.992 0.0 0.1 0.1
C 1.440 -4.256 3.001 0.1 0.1 -0.1
C 0.139 -3.528 0.618 -0.1 0.0 0.0
C -1.063 -2.924 0.957 -0.1 0.0 -0.1
C -2.269 -3.614 0.890 0.0 0.1 0.0
C -2.290 -4.931 0.461 0.0 0.0 0.0
C -1.097 -5.543 0.095 0.1 0.0 0.0
C 0.104 -4.854 0.184 0.0 0.0 0.0
C 0.931 -1.359 -2.244 0.0 0.0 0.0
O 0.314 -0.600 -1.322 -0.1 -0.1 -0.2
C 1.232 -0.464 -3.491 0.0 -0.1 0.0
C 0.141 0.266 -3.975 0.0 0.1 0.0
C 0.262 1.129 -5.048 0.0 0.0 0.0
C 1.498 1.299 -5.673 0.0 0.0 0.0
C 2.590 0.590 -5.201 0.0 0.0 0.0
C 2.457 -0.289 -4.125 0.0 0.0 0.0
C 0.043 -2.505 -2.794 0.0 0.0 -0.1
C 0.380 -3.277 -3.905 -0.1 0.0 0.0
C -0.507 -4.222 -4.406 0.0 0.0 0.0
C -1.754 -4.395 -3.816 0.0 0.0 0.0
C -2.104 -3.618 -2.720 0.0 0.0 0.0
C -1.209 -2.682 -2.221 0.1 -0.1 0.0
H 5.522 -3.563 -2.557 0.0 0.0 0.0
H 5.312 -4.628 -1.145 0.0 0.0 0.0
H 5.134 -2.866 -0.979 0.0 0.0 0.0
H 3.679 -4.865 -3.840 0.0 0.0 0.0
H 2.120 -5.122 -3.019 0.0 0.0 0.0
H 3.585 -5.939 -2.425 0.0 0.0 0.0
H 2.818 -0.921 -1.470 0.0 0.0 0.0
H 3.322 -2.270 0.135 0.0 0.1 0.0
H 4.194 -3.640 1.153 0.0 0.0 0.1
H 5.214 -4.959 2.922 0.0 0.0 0.0
H 3.835 -5.894 4.760 0.0 0.0 0.0
H 1.392 -5.433 4.786 0.0 0.0 0.0
H 0.374 -4.066 3.023 0.0 0.0 0.0
H -1.039 -1.884 1.242 0.1 -0.1 0.3
H -3.191 -3.115 1.164 0.0 0.0 0.0
H -3.227 -5.474 0.401 0.0 0.0 0.0
H -1.099 -6.571 -0.252 0.0 0.0 0.0
H 1.029 -5.358 -0.060 0.0 0.0 0.0
H -0.809 0.145 -3.466 0.0 0.0 0.0
H -0.607 1.675 -5.402 0.0 0.0 0.0
H 1.603 1.971 -6.519 0.0 0.0 0.0
H 3.562 0.717 -5.667 0.0 0.0 0.0
H 3.323 -0.844 -3.791 0.0 0.0 0.0
H 1.338 -3.125 -4.386 0.0 0.0 0.0
H -0.230 -4.818 -5.270 0.0 0.0 0.0
H -2.447 -5.131 -4.210 0.0 0.0 0.0
H -3.067 -3.747 -2.241 0.0 0.0 0.0
H -1.417 -2.085 -1.348 -0.2 0.1 -0.1
C 1.712 -1.767 5.843 0.0 0.0 0.0
C 0.723 -1.142 4.865 0.0 0.0 0.0
Sb 1.530 0.218 3.394 0.0 0.0 0.0
C 1.978 1.854 4.842 0.0 0.0 0.1
C 2.142 1.584 6.337 0.0 0.1 -0.1
C 3.558 -0.540 3.266 0.0 0.0 0.0
C 4.561 -0.174 4.353 0.0 0.0 0.0
H 1.230 -2.534 6.458 0.0 0.0 0.0
H 2.138 -1.021 6.517 0.0 -0.1 -0.1
H 2.534 -2.252 5.316 0.0 -0.1 0.0
H -0.056 -0.589 5.398 0.0 0.0 0.0
H 0.225 -1.907 4.268 0.0 0.0 0.0
H 1.155 2.561 4.693 0.0 0.0 0.0
H 2.868 2.354 4.441 0.0 0.0 0.0
H 1.282 1.043 6.739 0.0 0.0 0.0
H 2.235 2.513 6.914 0.0 0.0 0.0
H 3.028 0.982 6.546 0.0 0.0 0.0
H 3.912 -0.217 2.283 0.0 0.0 0.0
H 3.434 -1.620 3.189 0.0 0.0 0.0
H 4.671 0.907 4.465 0.0 0.0 0.0
H 5.552 -0.584 4.126 0.0 0.0 0.0
H 4.259 -0.575 5.321 0.0 0.0 0.0